# C5H11N

A 2-piece molecular cluster, C5H11N overall at a distorted geometry (ωB97M-V/def2-TZVPD, OMol25).

Positions of all 17 atoms, in Å:
N1 0.365 1.629 -1.569
C1 1.601 -1.281 2.765
C2 -0.997 0.369 -3.095
C3 -0.840 1.417 -2.281
C4 -0.768 -0.753 2.019
C5 0.407 -1.353 1.840
H1 -0.362 -0.496 -2.940
H2 -1.631 0.390 -3.960
H3 1.779 -2.236 3.243
H4 0.717 0.767 -1.159
H5 0.587 -2.048 1.028
H6 -1.624 -1.318 1.655
H7 -1.615 2.166 -2.176
H8 2.444 -1.158 2.075
H9 -0.946 -0.088 2.856
H10 0.169 2.221 -0.766
H11 1.644 -0.413 3.414

## Properties
Energy relative to the best compared isomer or geometry (same formula, charge and spin) (kcal per mole): 52.6
Spin multiplicity: 1
SMILES: C=CC.C=CN
Total charge: 0

Here are the natural (NBO) charges for atoms 1 to 8, given in e: number 1, N, carries -0.80; number 2, C, carries -0.66; number 3, C, carries -0.51; number 4, C, carries 0.01; number 5, C, carries -0.44; number 6, C, carries -0.14; number 7, H, carries 0.18; number 8, H, carries 0.21

***

# C4H13N3O

A 2-piece molecular cluster, C4H13N3O overall (ωB97M-V/def2-TZVPD, OMol25).

Positions of all 21 atoms, in Å:
O1 0.133 1.415 2.285
N1 -0.132 1.297 -1.757
N2 0.757 1.515 0.961
N3 0.488 -0.561 -0.238
C1 -0.120 -1.445 0.787
C2 1.073 -1.336 -1.349
C3 -1.803 0.693 -0.119
C4 -0.412 0.677 -0.681
H1 0.874 1.373 2.902
H2 1.786 -2.053 -0.944
H3 -0.415 -0.838 1.637
H4 -2.284 1.593 -0.494
H5 0.817 1.165 -2.092
H6 0.628 -2.171 1.108
H7 0.751 2.512 0.748
H8 0.287 -1.864 -1.890
H9 -1.810 0.716 0.968
H10 -0.978 -1.973 0.372
H11 1.595 -0.676 -2.036
H12 1.145 0.130 0.304
H13 -2.379 -0.170 -0.470

## Properties
Energy relative to the best compared isomer or geometry (same formula, charge and spin) (kcal per mole): 127.7
Spin multiplicity: 1
Total charge: 0

Here are the natural (NBO) charges for atoms 1 to 8, given in e: number 1, O, carries -0.66; number 2, N, carries -0.76; number 3, N, carries -0.70; number 4, N, carries -0.50; number 5, C, carries -0.42; number 6, C, carries -0.41; number 7, C, carries -0.70; number 8, C, carries 0.53

***

# C7H9O3P2

An isolated ion of composition C7H9O3P2 and charge -1 at a distorted geometry (ωB97M-V/def2-TZVPD, OMol25).

Positions of all 21 atoms, in Å:
P1 0.650 -1.502 1.591
P2 -1.213 -1.755 -1.240
O1 -0.149 -1.992 0.398
O2 -0.399 -2.215 -2.363
O3 -0.270 -0.275 2.254
C1 0.907 1.697 -1.769
C2 0.490 0.346 -1.703
C3 -0.998 2.328 -0.467
C4 0.161 2.658 -1.065
C5 1.062 -2.673 2.768
C6 -0.814 0.079 -1.195
C7 -1.559 1.064 -0.560
H1 0.334 3.710 -1.239
H2 -1.130 -0.638 1.937
H3 1.734 -3.538 2.621
H4 1.765 1.897 -2.310
H5 1.474 -0.486 1.048
H6 1.267 -2.109 3.660
H7 -2.571 0.941 -0.171
H8 0.899 -0.496 -2.203
H9 -1.639 2.959 0.009

## Properties
Spin multiplicity: 1
SMILES: C=[P@H](O)OP([O-])c1ccccc1
E (eV): -32126.268
Total charge: -1

Here are the natural (NBO) charges for atoms 1 to 8, given in e: number 1, P, carries 1.91; number 2, P, carries 1.37; number 3, O, carries -1.17; number 4, O, carries -1.14; number 5, O, carries -0.99; number 6, C, carries -0.21; number 7, C, carries -0.21; number 8, C, carries -0.22

***

# C14H24ClI2OP2Ti

C14H24ClI2OP2Ti as an isolated structure at a distorted geometry (ωB97M-V/def2-TZVPD, OMol25).

Positions of all 45 atoms, in Å:
I1 0.256 -4.445 -4.752
I2 -2.048 -5.168 -3.583
Ti1 0.000 0.000 0.000
Cl1 -2.159 2.806 3.674
P1 1.169 -1.326 1.499
P2 -1.136 1.542 -1.305
O1 -0.301 -2.201 -2.003
C1 -0.183 -1.340 -1.219
C2 0.367 -1.469 3.139
C3 -0.404 4.843 3.403
C4 1.577 4.836 2.015
C5 2.836 -0.684 1.904
C6 -0.144 3.024 -1.724
C7 -0.731 3.557 2.958
C8 0.742 5.478 2.932
C9 1.271 3.544 1.575
C10 -1.771 0.981 -2.930
C11 0.116 2.889 2.030
C12 -0.089 1.430 1.706
C13 -2.617 2.248 -0.490
C14 1.487 -3.068 1.027
H1 0.751 1.091 2.301
H2 0.192 -0.459 3.519
H3 3.451 -0.683 1.000
H4 1.957 3.041 0.905
H5 -2.309 2.657 0.476
H6 -3.346 1.453 -0.316
H7 -0.937 0.629 -3.542
H8 0.994 -2.030 3.839
H9 -0.744 3.761 -2.269
H10 -1.005 1.061 2.204
H11 -1.030 5.336 4.135
H12 2.726 0.346 2.252
H13 -0.598 -1.971 3.026
H14 -2.288 1.793 -3.451
H15 2.046 -3.592 1.810
H16 2.057 -3.093 0.095
H17 0.534 -3.577 0.859
H18 -3.070 3.034 -1.104
H19 0.712 2.723 -2.334
H20 0.227 3.457 -0.791
H21 2.474 5.330 1.671
H22 -2.462 0.147 -2.780
H23 0.995 6.468 3.301
H24 3.318 -1.293 2.676

## Properties
Energy relative to the best compared isomer or geometry (same formula, charge and spin) (kcal per mole): 79.5
Spin multiplicity: 2
Total charge: +2

Here are the natural (NBO) charges for atoms 1 to 8, given in e: number 1, I, carries 0.01; number 2, I, carries 0.01; number 3, Ti, carries 1.45; number 4, Cl, carries 0.09; number 5, P, carries 0.75; number 6, P, carries 0.76; number 7, O, carries -0.34; number 8, C, carries 0.14

***

# C27H21Cl2N6O7S2Yb

C27H21Cl2N6O7S2Yb as an isolated structure at a distorted geometry (ωB97M-V/def2-TZVPD, OMol25).

Positions of all 66 atoms, in Å:
Yb1 -0.207 0.648 0.042
Cl1 -0.199 4.515 2.859
Cl2 -5.075 6.202 1.406
S1 -1.634 -1.697 1.410
S2 0.190 3.939 -1.332
O1 -0.500 1.099 -2.186
O2 1.754 1.716 -0.398
O3 -0.827 2.282 1.174
O4 -2.551 0.557 -0.217
O5 0.270 -3.386 -5.846
O6 -0.119 -1.212 -6.053
O7 -0.016 0.744 -4.382
N1 0.467 -1.490 -1.657
N2 0.735 0.049 2.742
N3 -1.592 -3.408 3.519
N4 2.077 2.049 -1.621
N5 0.222 -2.131 3.349
N6 0.764 -3.185 -3.060
C1 -2.973 -3.881 3.445
C2 -1.731 4.196 2.251
C3 1.438 3.142 -2.174
C4 0.385 -2.131 -3.837
C5 3.052 0.726 2.297
C6 0.694 -2.777 -1.782
C7 3.029 1.310 -2.295
C8 3.460 -0.607 2.558
C9 -1.032 -2.338 2.793
C10 -4.058 3.750 0.765
C11 0.186 -1.059 -2.918
C12 0.155 -2.301 -5.316
C13 -1.845 3.065 1.316
C14 -3.098 2.771 0.697
C15 0.876 -3.629 -0.619
C16 1.707 3.335 -3.562
C17 2.512 -1.603 2.802
C18 -0.606 -3.964 4.344
C19 1.694 1.002 2.510
C20 0.518 -3.215 4.221
C21 2.302 2.300 -4.319
C22 -0.109 0.374 -3.185
C23 -3.884 4.984 1.416
C24 -2.789 5.145 2.278
C25 -3.341 1.505 0.010
C26 3.056 1.304 -3.659
C27 1.172 -1.184 2.966
H1 -2.657 6.009 2.865
H2 4.523 -0.802 2.651
H3 3.747 0.613 -4.240
H4 1.132 4.166 -4.047
H5 1.283 1.996 2.460
H6 -4.972 3.579 0.112
H7 3.719 1.439 1.790
H8 -3.567 -3.079 3.021
H9 -3.329 -4.128 4.411
H10 2.258 2.364 -5.440
H11 3.520 0.525 -1.670
H12 1.116 -4.075 -3.413
H13 -4.374 1.391 -0.327
H14 2.785 -2.652 3.084
H15 -2.929 -4.787 2.877
H16 1.376 -4.604 -0.788
H17 -0.141 -0.365 -5.505
H18 1.481 -3.094 0.106
H19 -0.112 -3.837 -0.232
H20 1.510 -3.356 4.588
H21 -0.902 -4.812 4.945

## Properties
Energy relative to the best compared isomer or geometry (same formula, charge and spin) (kcal per mole): 53.7
Spin multiplicity: 2
Total charge: 0

Here are the natural (NBO) charges for atoms 1 to 8, given in e: number 1, Yb, carries 1.95; number 2, Cl, carries 0.06; number 3, Cl, carries 0.03; number 4, S, carries -0.16; number 5, S, carries -0.28; number 6, O, carries -0.78; number 7, O, carries -0.71; number 8, O, carries -0.82

***

# C6H8OS

C6H8OS as an isolated structure at a distorted geometry (ωB97M-V/def2-TZVPD, OMol25).

Positions of all 16 atoms, in Å:
S1 2.972 -0.365 -0.036
O1 0.448 2.428 0.032
C1 -0.765 -0.934 -0.845
C2 -0.814 -1.080 0.686
C3 0.246 0.177 -0.928
C4 0.320 -0.091 1.116
C5 -0.147 1.113 0.057
C6 1.310 -0.281 0.029
H1 0.453 0.461 -1.903
H2 -1.795 -0.952 1.186
H3 -0.587 -2.138 0.954
H4 -0.545 -1.865 -1.581
H5 0.476 0.153 2.163
H6 1.385 2.381 0.095
H7 -1.258 1.386 0.172
H8 -1.699 -0.395 -1.198

## Properties
Energy relative to the best compared isomer or geometry (same formula, charge and spin) (kcal per mole): 61.6
Spin multiplicity: 1
Total charge: 0

Here are the natural (NBO) charges for atoms 1 to 8, given in e: number 1, S, carries 0.01; number 2, O, carries -0.70; number 3, C, carries -0.38; number 4, C, carries -0.42; number 5, C, carries -0.38; number 6, C, carries -0.31; number 7, C, carries 0.14; number 8, C, carries 0.00

***

# C6H6N2O3S

A 2-piece molecular cluster, C6H6N2O3S overall at a distorted geometry (ωB97M-V/def2-TZVPD, OMol25).

Positions of all 18 atoms, in Å:
S1 -2.017 0.934 -0.439
O1 4.159 -0.885 -0.655
O2 -0.504 0.906 -0.123
O3 -2.431 -0.344 -1.553
N1 3.840 2.314 1.015
N2 1.348 -0.695 -2.629
C1 3.053 -0.491 -0.658
C2 -3.579 -0.900 1.022
C3 2.173 -0.646 -1.826
C4 -2.717 0.111 1.167
C5 2.324 0.324 0.442
C6 3.038 1.504 0.863
H1 2.294 -0.504 1.156
H2 -1.778 -0.345 -2.227
H3 -4.042 -1.181 2.008
H4 -3.987 -1.328 0.055
H5 -2.373 0.584 2.145
H6 1.198 0.643 0.237

## Properties
Energy relative to the best compared isomer or geometry (same formula, charge and spin) (kcal per mole): 40.0
Spin multiplicity: 3
Total charge: 0

Here are the natural (NBO) charges for atoms 1 to 8, given in e: number 1, S, carries 1.41; number 2, O, carries -0.14; number 3, O, carries -0.96; number 4, O, carries -0.88; number 5, N, carries -0.28; number 6, N, carries -0.34; number 7, C, carries 0.17; number 8, C, carries -0.38

***

# C3H10N

A 2-piece molecular cluster, C3H10N overall at a distorted geometry (ωB97M-V/def2-TZVPD, OMol25).

Positions of all 14 atoms, in Å:
N1 1.790 -2.148 -1.066
C1 -5.300 4.695 2.272
C2 1.858 -0.677 -0.936
C3 2.716 -2.916 -0.689
H1 3.612 -2.614 -0.173
H2 2.373 -0.413 -0.013
H3 -5.049 5.553 1.686
H4 0.900 -0.195 -1.011
H5 -4.461 4.008 2.353
H6 0.952 -2.515 -1.504
H7 2.588 -3.968 -0.881
H8 -6.109 4.081 1.872
H9 -5.613 5.032 3.257
H10 2.524 -0.334 -1.736

## Properties
Energy relative to the best compared isomer or geometry (same formula, charge and spin) (kcal per mole): 33.6
Spin multiplicity: 1
Total charge: +1

Here are the natural (NBO) charges for atoms 1 to 8, given in e: number 1, N, carries -0.37; number 2, C, carries -0.85; number 3, C, carries -0.45; number 4, C, carries 0.14; number 5, H, carries 0.24; number 6, H, carries 0.25; number 7, H, carries 0.21; number 8, H, carries 0.26

***

What did the second record say?
# C4H13N3O

A 2-piece molecular cluster, C4H13N3O overall (ωB97M-V/def2-TZVPD, OMol25).

Positions of all 21 atoms, in Å:
O1 0.133 1.415 2.285
N1 -0.132 1.297 -1.757
N2 0.757 1.515 0.961
N3 0.488 -0.561 -0.238
C1 -0.120 -1.445 0.787
C2 1.073 -1.336 -1.349
C3 -1.803 0.693 -0.119
C4 -0.412 0.677 -0.681
H1 0.874 1.373 2.902
H2 1.786 -2.053 -0.944
H3 -0.415 -0.838 1.637
H4 -2.284 1.593 -0.494
H5 0.817 1.165 -2.092
H6 0.628 -2.171 1.108
H7 0.751 2.512 0.748
H8 0.287 -1.864 -1.890
H9 -1.810 0.716 0.968
H10 -0.978 -1.973 0.372
H11 1.595 -0.676 -2.036
H12 1.145 0.130 0.304
H13 -2.379 -0.170 -0.470

## Properties
Energy relative to the best compared isomer or geometry (same formula, charge and spin) (kcal per mole): 127.7
Spin multiplicity: 1
Total charge: 0

Here are the natural (NBO) charges for atoms 1 to 8, given in e: number 1, O, carries -0.66; number 2, N, carries -0.76; number 3, N, carries -0.70; number 4, N, carries -0.50; number 5, C, carries -0.42; number 6, C, carries -0.41; number 7, C, carries -0.70; number 8, C, carries 0.53